The following is a DFT calculation (the ωB97M-V functional and the def2-TZVPD basis) of a 14-piece molecular cluster, C70H182N14O21 overall at a distorted geometry.

Last column: Löwdin charge in e.
Positions of all 287 atoms, in Å:
C1 -29.722 -27.124 -28.494  -0.0718
C2 -29.544 -26.427 -27.163  -0.4547
C3 -29.844 -24.930 -27.199  -0.2012
O1 -28.791 -24.339 -27.906  -0.1824
C4 -28.716 -22.913 -27.983  -0.0896
N1 -30.373 -27.202 -26.266  0.0452
H1 -30.623 -26.972 -29.088  0.0847
H2 -29.508 -28.188 -28.389  0.0724
H3 -28.870 -26.860 -29.120  0.0725
H4 -28.487 -26.518 -26.915  0.1226
H5 -29.828 -24.668 -26.141  0.1192
H6 -30.831 -24.777 -27.636  0.1332
H7 -29.224 -22.503 -28.856  0.0879
H8 -27.685 -22.691 -28.258  0.0671
H9 -28.708 -22.341 -27.056  0.0902
H10 -30.330 -26.828 -25.329  0.0239
H11 -29.919 -28.092 -26.119  0.0696
C5 -21.592 -15.328 -23.068  -0.0418
C6 -21.667 -14.096 -22.019  -0.3809
C7 -22.602 -12.981 -22.458  -0.2084
O2 -21.766 -12.248 -23.358  -0.2021
C8 -22.329 -11.059 -23.982  -0.0853
N2 -22.216 -14.721 -20.841  0.0286
H12 -21.285 -14.976 -24.052  0.0597
H13 -22.560 -15.754 -23.334  0.0574
H14 -21.002 -16.163 -22.691  0.0525
H15 -20.673 -13.677 -21.860  0.1410
H16 -22.760 -12.324 -21.603  0.1192
H17 -23.597 -13.249 -22.814  0.1310
H18 -22.896 -11.277 -24.887  0.0812
H19 -21.508 -10.342 -23.964  0.0884
H20 -23.150 -10.556 -23.471  0.0718
H21 -21.694 -14.366 -20.053  0.0662
H22 -23.166 -14.402 -20.707  0.0787
C9 -23.195 -15.777 -30.577  -0.0416
C10 -22.162 -16.699 -29.893  -0.4315
C11 -22.730 -17.355 -28.712  -0.2240
O3 -23.332 -16.392 -27.808  -0.1789
C12 -24.146 -16.864 -26.727  -0.0937
N3 -21.616 -17.679 -30.847  0.0618
H23 -22.827 -15.464 -31.555  0.0680
H24 -23.296 -14.827 -30.053  0.0761
H25 -24.153 -16.288 -30.671  0.0864
H26 -21.368 -16.119 -29.423  0.1382
H27 -21.991 -17.922 -28.147  0.1200
H28 -23.308 -18.243 -28.968  0.1078
H29 -23.421 -17.108 -25.951  0.0769
H30 -24.553 -17.853 -26.937  0.0766
H31 -24.913 -16.225 -26.290  0.0851
H32 -22.410 -18.058 -31.343  0.0299
H33 -21.245 -17.192 -31.651  0.0625
C13 -28.119 -26.302 -22.895  -0.0825
C14 -29.036 -27.106 -22.058  -0.4443
C15 -30.345 -27.567 -22.863  -0.1976
O4 -31.213 -28.288 -21.995  -0.2183
C16 -32.135 -29.307 -22.536  -0.0467
N4 -28.336 -28.213 -21.495  0.0584
H34 -27.581 -26.866 -23.657  0.0644
H35 -27.290 -25.951 -22.281  0.0840
H36 -28.648 -25.480 -23.379  0.0831
H37 -29.433 -26.482 -21.258  0.1422
H38 -30.084 -28.079 -23.789  0.0899
H39 -30.877 -26.683 -23.218  0.1116
H40 -31.360 -29.873 -23.054  0.0799
H41 -32.897 -28.937 -23.221  0.0799
H42 -32.627 -29.873 -21.746  0.0821
H43 -28.954 -28.744 -20.899  0.0768
H44 -28.047 -28.804 -22.261  0.0695
C17 -23.579 -31.946 -28.584  -0.0768
C18 -22.643 -30.811 -28.486  -0.4952
C19 -22.697 -30.082 -27.239  -0.2181
O5 -23.910 -29.359 -27.009  -0.2168
C20 -24.314 -28.199 -27.766  -0.0600
N5 -21.311 -31.383 -28.643  0.0482
H45 -23.483 -32.402 -29.570  0.0846
H46 -24.535 -31.468 -28.799  0.0773
H47 -23.737 -32.662 -27.777  0.0969
H48 -22.887 -30.110 -29.284  0.1423
H49 -21.879 -29.374 -27.110  0.1312
H50 -22.768 -30.759 -26.388  0.1360
H51 -23.441 -27.572 -27.945  0.0758
H52 -25.074 -27.650 -27.210  0.0634
H53 -24.853 -28.646 -28.602  0.0848
H54 -21.471 -32.261 -29.118  0.0581
H55 -20.948 -31.630 -27.733  0.0683
C21 -20.234 -25.127 -26.070  -0.0402
C22 -19.778 -25.391 -27.520  -0.3622
C23 -20.929 -25.446 -28.580  -0.1748
O6 -20.568 -25.714 -29.949  -0.1825
C24 -21.408 -25.196 -30.958  -0.0968
N6 -19.080 -24.147 -27.912  0.0681
H56 -19.864 -25.927 -25.428  0.0665
H57 -21.315 -25.122 -25.936  0.0620
H58 -19.875 -24.237 -25.552  0.0639
H59 -19.173 -26.293 -27.619  0.1223
H60 -21.539 -24.543 -28.548  0.0944
H61 -21.639 -26.188 -28.216  0.0986
H62 -21.535 -24.121 -30.833  0.0684
H63 -22.360 -25.722 -30.892  0.0866
H64 -21.052 -25.304 -31.983  0.0848
H65 -18.100 -24.277 -27.707  0.0237
H66 -19.111 -24.407 -28.887  0.0568
C25 -16.923 -22.135 -25.487  -0.0913
C26 -15.634 -22.786 -25.846  -0.3937
C27 -15.983 -24.233 -26.516  -0.1497
O7 -16.739 -25.122 -25.628  -0.1813
C28 -16.589 -26.490 -25.939  -0.1227
N7 -14.909 -21.829 -26.714  0.0354
H67 -17.358 -22.663 -24.639  0.0793
H68 -17.630 -22.043 -26.311  0.0716
H69 -16.940 -21.073 -25.240  0.0693
H70 -14.880 -22.964 -25.079  0.1334
H71 -14.957 -24.539 -26.722  0.1104
H72 -16.451 -23.980 -27.468  0.0939
H73 -17.098 -27.129 -25.217  0.0913
H74 -15.577 -26.850 -26.126  0.0847
H75 -17.078 -26.700 -26.890  0.0683
H76 -13.919 -21.982 -26.581  0.0607
H77 -15.040 -21.981 -27.704  0.0667
C29 -20.342 -16.747 -37.692  -0.0840
O8 -21.004 -16.290 -36.472  -0.1743
C30 -22.221 -16.913 -36.163  -0.2455
C31 -22.106 -18.210 -35.395  -0.2160
N8 -23.340 -18.928 -35.057  -0.0574
C32 -23.066 -20.276 -34.485  -0.1656
C33 -22.734 -20.190 -33.007  -0.1473
O9 -23.832 -20.498 -32.038  -0.1715
C34 -23.504 -20.837 -30.744  -0.1570
H78 -20.250 -17.815 -37.884  0.0775
H79 -19.312 -16.395 -37.648  0.0785
H80 -20.610 -16.229 -38.612  0.0797
H81 -22.880 -16.849 -37.029  0.1276
H82 -22.703 -16.258 -35.438  0.1179
H83 -21.559 -18.032 -34.469  0.1068
H84 -21.427 -18.854 -35.953  0.1038
H85 -24.028 -18.445 -34.497  0.1104
H86 -22.237 -20.661 -35.077  0.0919
H87 -23.901 -20.973 -34.558  0.1228
H88 -22.373 -19.212 -32.689  0.0818
H89 -21.903 -20.873 -32.835  0.0987
H90 -24.246 -21.242 -30.056  0.0840
H91 -22.943 -20.091 -30.181  0.0555
H92 -22.768 -21.640 -30.708  0.0635
C35 -22.167 -21.344 -20.842  -0.0537
O10 -21.565 -21.145 -19.479  -0.1926
C36 -20.529 -20.212 -19.356  -0.2172
C37 -20.639 -19.325 -18.024  -0.1886
N9 -21.563 -18.253 -18.268  -0.0853
C38 -21.267 -16.891 -18.865  -0.1853
C39 -19.996 -16.124 -18.519  -0.2491
O11 -20.246 -15.348 -17.384  -0.1893
C40 -20.071 -16.093 -16.098  -0.0336
H93 -21.581 -21.977 -21.508  0.0758
H94 -22.353 -20.427 -21.401  0.0643
H95 -23.091 -21.897 -20.675  0.0665
H96 -20.570 -19.521 -20.198  0.1006
H97 -19.610 -20.798 -19.380  0.1099
H98 -19.699 -18.832 -17.778  0.0910
H99 -20.954 -19.906 -17.157  0.1103
H100 -22.364 -18.683 -18.708  0.0958
H101 -22.145 -16.245 -18.832  0.1006
H102 -21.319 -17.061 -19.940  0.0792
H103 -19.925 -15.478 -19.394  0.1035
H104 -19.105 -16.751 -18.493  0.1183
H105 -20.908 -15.830 -15.452  0.0874
H106 -19.136 -15.851 -15.593  0.0747
H107 -19.948 -17.152 -16.322  0.0610
C41 -20.641 -19.776 -23.474  -0.0899
O12 -21.324 -20.096 -24.715  -0.1874
C42 -20.592 -20.983 -25.498  -0.2312
C43 -21.547 -21.507 -26.597  -0.1644
N10 -22.747 -22.206 -26.048  -0.0255
C44 -23.654 -22.826 -27.010  -0.1867
C45 -24.815 -23.644 -26.443  -0.2578
O13 -24.378 -24.593 -25.551  -0.1799
C46 -25.284 -25.645 -25.201  -0.0823
H108 -20.330 -20.634 -22.877  0.0758
H109 -21.239 -19.006 -22.987  0.0797
H110 -19.717 -19.222 -23.645  0.0708
H111 -20.166 -21.813 -24.935  0.1078
H112 -19.749 -20.397 -25.865  0.1128
H113 -20.952 -22.149 -27.246  0.0743
H114 -21.784 -20.696 -27.286  0.1059
H115 -22.419 -22.784 -25.288  0.0986
H116 -23.253 -23.506 -27.761  0.0968
H117 -24.153 -21.984 -27.488  0.1114
H118 -25.394 -24.036 -27.279  0.1175
H119 -25.582 -23.130 -25.862  0.1146
H120 -25.450 -25.713 -24.126  0.0543
H121 -24.609 -26.496 -25.296  0.0713
H122 -26.240 -25.799 -25.700  0.0876
C47 -25.125 -21.987 -23.072  -0.0358
O14 -25.979 -20.834 -23.399  -0.1974
C48 -25.311 -19.745 -23.993  -0.2245
C49 -26.142 -18.433 -24.153  -0.2156
N11 -26.882 -18.114 -22.937  -0.0427
C50 -28.238 -18.662 -23.161  -0.1901
C51 -29.073 -18.493 -21.848  -0.2312
O15 -30.241 -19.202 -22.048  -0.1658
C52 -31.301 -18.856 -21.194  -0.1352
H123 -25.639 -22.948 -23.083  0.0826
H124 -24.609 -21.901 -22.116  0.0572
H125 -24.366 -21.972 -23.855  0.0634
H126 -24.935 -20.083 -24.959  0.1120
H127 -24.462 -19.388 -23.411  0.1132
H128 -26.658 -18.553 -25.106  0.1118
H129 -25.452 -17.621 -24.381  0.0877
H130 -26.415 -18.646 -22.217  0.0983
H131 -28.154 -19.701 -23.477  0.1047
H132 -28.797 -18.235 -23.994  0.1178
H133 -29.238 -17.427 -21.695  0.1204
H134 -28.534 -18.869 -20.978  0.1217
H135 -31.079 -18.781 -20.130  0.0797
H136 -32.087 -19.607 -21.121  0.0827
H137 -31.851 -17.924 -21.326  0.0825
C53 -17.278 -14.519 -31.322  -0.0926
O16 -16.254 -15.458 -30.965  -0.2228
C54 -16.296 -16.799 -31.508  -0.1562
C55 -17.432 -17.704 -30.860  -0.2213
N12 -16.978 -18.234 -29.646  -0.0870
C56 -16.637 -17.302 -28.590  -0.1956
C57 -16.637 -17.968 -27.166  -0.1589
O17 -17.890 -18.324 -26.510  -0.1857
C58 -18.537 -17.243 -25.930  -0.1406
H138 -18.220 -14.816 -30.864  0.0701
H139 -17.445 -14.674 -32.388  0.0753
H140 -17.050 -13.454 -31.278  0.0873
H141 -15.331 -17.232 -31.242  0.1210
H142 -16.505 -16.839 -32.577  0.1070
H143 -17.709 -18.446 -31.609  0.0974
H144 -18.348 -17.141 -30.681  0.1009
H145 -17.767 -18.614 -29.143  0.0975
H146 -17.284 -16.426 -28.642  0.1124
H147 -15.627 -17.005 -28.871  0.1151
H148 -15.969 -17.469 -26.463  0.1163
H149 -16.016 -18.849 -27.332  0.1062
H150 -18.026 -16.560 -25.251  0.0928
H151 -19.275 -17.727 -25.290  0.0655
H152 -19.145 -16.640 -26.604  0.0839
C59 -19.897 -21.675 -30.096  -0.1252
O18 -19.232 -22.379 -31.120  -0.1951
C60 -18.576 -21.461 -32.061  -0.2029
C61 -17.863 -22.205 -33.174  -0.1749
N13 -18.818 -23.116 -33.872  -0.0487
C62 -19.847 -22.540 -34.815  -0.1488
C63 -19.358 -21.581 -35.969  -0.1725
O19 -18.266 -22.156 -36.728  -0.1845
C64 -17.751 -21.333 -37.676  -0.1678
H153 -20.427 -22.251 -29.337  0.0570
H154 -20.369 -20.749 -30.425  0.0733
H155 -19.020 -21.259 -29.601  0.0813
H156 -17.936 -20.783 -31.496  0.0996
H157 -19.216 -20.677 -32.464  0.1031
H158 -16.948 -22.682 -32.822  0.1152
H159 -17.465 -21.504 -33.909  0.1092
H160 -19.130 -23.771 -33.170  0.0837
H161 -20.495 -21.877 -34.242  0.0643
H162 -20.450 -23.403 -35.099  0.1154
H163 -19.095 -20.663 -35.444  0.1102
H164 -20.117 -21.462 -36.742  0.1170
H165 -17.629 -20.289 -37.385  0.0771
H166 -18.587 -21.160 -38.354  0.0782
H167 -16.834 -21.598 -38.203  0.0954
C65 -24.517 -28.310 -23.042  -0.1521
O20 -24.660 -28.920 -21.810  -0.1958
C66 -25.036 -30.311 -21.871  -0.1826
C67 -24.177 -30.998 -20.788  -0.1881
N14 -24.759 -31.059 -19.405  -0.0339
C68 -23.877 -31.792 -18.462  -0.2044
C69 -24.677 -32.261 -17.228  -0.2720
O21 -25.621 -33.174 -17.592  -0.1797
C70 -26.357 -33.640 -16.521  -0.1230
H168 -24.608 -27.241 -22.851  0.0733
H169 -25.189 -28.502 -23.879  0.0832
H170 -23.488 -28.500 -23.347  0.0924
H171 -24.785 -30.805 -22.810  0.1153
H172 -26.104 -30.333 -21.656  0.1082
H173 -23.283 -30.374 -20.795  0.1183
H174 -23.855 -31.984 -21.122  0.1034
H175 -25.544 -31.695 -19.442  0.0891
H176 -23.037 -31.228 -18.059  0.1138
H177 -23.413 -32.667 -18.918  0.1076
H178 -25.070 -31.368 -16.742  0.1284
H179 -23.975 -32.769 -16.567  0.1210
H180 -25.753 -33.861 -15.640  0.0842
H181 -26.967 -34.463 -16.892  0.0980
H182 -26.937 -32.833 -16.073  0.0870

Atoms 1-3, force components in eV/Å:
C 1.735 -0.138 -1.202
C -0.224 -0.687 -1.203
C 0.004 -1.101 0.641

Values from the calculation:
* E: -5121.90228 Eh
* maximum force: 3.61 eV/Å
* net charge: 0
* energy relative to the best compared isomer or geometry (same formula, charge and spin): 13.174 eV
* LUMO energy: 0.36 eV
* Kohn-Sham gap: 0.2980 Ha